[1]
# C8H18NO4S

A 2-piece molecular cluster, C8H18NO4S overall (ωB97M-V/def2-TZVPD, OMol25).

Energy relative to the best compared isomer or geometry (same formula, charge and spin) (kcal per mole): 4.9
Net charge: +1

XYZ file:
```
32
C8H18NO4S ωB97M-V/def2-TZVPD
S -0.69 -2.34 1.23
O -1.90 -2.34 1.96
O 0.55 -2.31 2.23
O -0.44 -3.78 0.62
O -0.46 -1.35 0.22
N -1.42 1.62 0.21
C 0.89 -4.23 0.94
C 1.42 2.15 -1.24
C -0.79 2.89 -0.23
C -0.04 2.49 -1.50
C 1.62 1.21 -0.07
C -0.86 1.26 -2.00
C -2.00 1.03 -1.04
C 1.15 -3.62 2.31
H -2.88 1.59 -1.33
H -0.76 0.91 0.54
H -2.17 -0.01 -0.86
H 1.02 0.32 -0.20
H 0.92 -5.31 0.95
H 1.58 -3.84 0.19
H -1.57 3.61 -0.43
H 2.21 -3.52 2.52
H 1.77 1.65 -2.14
H 2.66 0.96 0.07
H -1.23 1.42 -3.00
H -0.20 3.34 0.55
H 1.31 1.68 0.86
H 2.01 3.06 -1.14
H -0.20 0.40 -2.08
H -0.10 3.27 -2.23
H -2.06 1.76 1.00
H 0.66 -4.18 3.10
```



[2]
# C8H18NOS

A 2-piece molecular cluster, C8H18NOS overall (ωB97M-V/def2-TZVPD, OMol25).

Energy relative to the best compared isomer or geometry (same formula, charge and spin) (kcal per mole): 136.7
Net charge: +1

XYZ file:
```
29
C8H18NOS ωB97M-V/def2-TZVPD
S 0.25 -0.85 0.64
O 0.15 -1.93 -0.33
N -1.67 0.20 -0.33
C -2.69 -0.90 -0.68
C 2.48 1.27 0.81
C 1.98 0.10 0.05
C 2.09 -0.08 -1.40
C -1.33 1.16 -1.33
C -0.32 -1.38 2.07
C 2.88 -0.94 -0.39
C -2.12 0.82 0.83
H -0.19 -0.65 2.86
H 2.62 -1.94 -0.26
H 2.74 0.55 -1.96
H -0.55 1.85 -0.95
H -0.94 0.64 -2.17
H -3.67 -0.61 -0.96
H 1.26 -0.60 -1.96
H -1.59 0.21 1.66
H -0.80 -2.34 2.01
H 1.69 2.06 0.74
H 3.31 1.62 0.23
H 2.58 1.05 1.85
H -2.31 -1.52 -1.43
H 3.98 -0.76 -0.15
H -1.82 1.82 1.02
H -3.17 0.80 1.03
H -2.12 1.93 -1.72
H -2.71 -1.59 0.24
```



[3]
# C8H18NS

A 2-piece molecular cluster, C8H18NS overall (ωB97M-V/def2-TZVPD, OMol25).

Energy relative to the best compared isomer or geometry (same formula, charge and spin) (kcal per mole): 59.3
Net charge: +1

XYZ file:
```
28
C8H18NS ωB97M-V/def2-TZVPD
S 0.04 1.78 -0.72
N 0.70 -1.02 0.00
C -1.96 0.03 0.23
C -3.31 0.25 -0.48
C -1.80 0.82 1.57
C 1.88 -0.38 -0.33
C 2.49 0.49 0.45
C 3.76 1.20 0.23
C 0.33 -2.37 -0.46
C -0.80 0.25 -0.72
H -3.49 -0.30 -1.31
H 0.84 1.53 -1.78
H -0.49 -2.71 0.01
H 3.57 2.21 0.24
H 2.02 0.62 1.56
H 0.15 -2.23 -1.58
H -4.23 0.09 0.09
H 4.38 0.67 -0.58
H -0.74 1.05 1.89
H 1.32 -3.08 -0.30
H 4.48 0.92 1.07
H -2.19 1.88 1.56
H -0.82 -0.19 -1.61
H -3.33 1.35 -0.67
H -2.12 -1.11 0.28
H 0.42 -1.10 0.95
H 2.22 -0.57 -1.46
H -2.45 0.36 2.29
```



[4]
# C8H18OSSi

A 2-piece molecular cluster, C8H18OSSi overall (ωB97M-V/def2-TZVPD, OMol25).

Energy relative to the best compared isomer or geometry (same formula, charge and spin) (kcal per mole): 0.0
Net charge: 0
Multiplicity: 3

XYZ file:
```
29
C8H18OSSi ωB97M-V/def2-TZVPD
S 0.34 -2.27 0.52
Si 2.05 0.23 0.00
O 1.24 -2.79 -0.50
C 3.66 -0.55 0.42
C 1.93 0.05 -1.90
C 1.70 2.08 0.29
C -2.79 -0.07 0.38
C -2.81 1.17 0.87
C 0.54 -0.67 0.76
C -2.62 -1.20 1.22
C -2.93 -0.16 -1.13
H -1.96 -0.34 -1.64
H -2.75 1.36 1.95
H 0.92 2.59 -0.33
H -3.53 -1.24 1.77
H 4.28 -0.08 1.17
H -0.04 -0.29 1.53
H -3.19 2.00 0.18
H -2.48 -2.12 0.77
H -3.29 0.81 -1.47
H -1.98 -0.87 2.08
H 0.92 0.33 -2.23
H 1.43 2.21 1.33
H 2.54 0.98 -2.23
H 2.68 2.56 0.03
H -3.66 -0.90 -1.55
H 3.43 -1.59 0.63
H 4.28 -0.49 -0.43
H 2.10 -0.74 -2.51
```



[5]
# C8H18SSi

An isolated molecule of C8H18SSi (ωB97M-V/def2-TZVPD, OMol25).

Energy relative to the best compared isomer or geometry (same formula, charge and spin) (kcal per mole): 26.8
Net charge: 0
Structure (SMILES): CC[Si](CC)(CC)CC=S

XYZ file:
```
28
C8H18SSi ωB97M-V/def2-TZVPD
S -2.34 -1.98 2.96
Si 0.04 0.15 0.33
C 1.48 -1.03 -0.18
C -0.66 -0.11 2.13
C -0.89 -1.40 2.57
C -1.29 -1.81 -1.56
C -0.16 3.11 0.47
C 2.23 -0.63 -1.46
C -1.48 -0.44 -0.94
C 0.50 1.91 -0.25
H -1.51 0.61 2.03
H 2.98 -1.53 -1.67
H 2.21 -1.06 0.49
H 2.68 0.28 -1.27
H -2.26 -0.42 -0.11
H -2.13 -1.88 -2.17
H -1.03 -2.62 -0.84
H -1.06 3.50 0.04
H -0.32 -1.70 -2.19
H 1.10 -2.05 -0.36
H -0.33 2.88 1.54
H 1.68 -0.47 -2.35
H 1.54 2.10 -0.27
H -1.79 0.37 -1.59
H 0.53 3.99 0.40
H 0.09 -2.03 2.77
H 0.04 0.40 2.77
H 0.13 1.88 -1.29
```



[6]
# C8H18Si

A 2-piece molecular cluster, C8H18Si overall (ωB97M-V/def2-TZVPD, OMol25).

Energy relative to the best compared isomer or geometry (same formula, charge and spin) (kcal per mole): 88.5
Net charge: 0
Structure (SMILES): C=C1C(C)(C)C1(C)C.[SiH4]

XYZ file:
```
27
C8H18Si ωB97M-V/def2-TZVPD
Si -3.77 -0.07 -0.31
C 0.51 0.02 1.18
C 2.15 1.58 0.10
C -0.30 1.40 -0.72
C 0.06 -1.53 -0.95
C 1.02 -0.77 0.01
C 2.37 -1.54 -0.05
C 0.93 0.75 -0.02
C -0.07 0.12 2.34
H -0.41 2.33 -0.25
H -1.22 0.86 -0.62
H -5.00 0.68 -0.97
H -0.14 0.97 2.95
H -3.09 0.93 0.36
H 3.03 -1.29 0.73
H 0.56 -1.67 -1.89
H 1.83 2.64 -0.18
H 3.00 1.40 -0.44
H 2.35 1.57 1.30
H -0.31 -2.48 -0.50
H -0.53 -0.77 2.81
H -4.21 -1.24 0.60
H -0.74 -0.84 -1.09
H 2.75 -1.18 -0.97
H -0.19 1.39 -1.74
H 2.33 -2.61 -0.16
H -2.91 -0.66 -1.52
```